Molecular formula: C12H18BCl5CuF4N3OP
Method: DFT, wB97M-V/def2-TZVPD

The geometry in ORCA input format:
```
! wB97M-V def2-TZVPD RIJCOSX def2/J DEFGRID3
* xyz -1 1
Cu 1.985 -0.932 0.760
Cl 5.092 -1.437 -0.018
C 4.631 0.228 0.258
C 3.333 0.483 0.690
C 3.043 1.824 0.901
Cl 1.449 2.230 1.522
C 3.943 2.863 0.667
Cl 3.496 4.518 0.921
C 5.224 2.558 0.216
Cl 6.362 3.821 -0.099
C 5.577 1.223 0.020
Cl 7.177 0.834 -0.520
C -3.617 -1.077 -1.320
N -2.176 -1.189 -1.245
C -1.605 -2.198 -2.127
P -1.199 -0.213 -0.328
O 0.129 -0.855 -0.223
N -2.060 -0.025 1.065
C -2.286 -1.269 1.817
C -1.969 1.157 1.908
N -1.067 1.321 -0.930
C -2.241 2.096 -1.277
C 0.152 1.734 -1.616
H -3.946 -0.747 -2.312
H -3.989 -0.374 -0.577
H -4.079 -2.050 -1.122
H -1.741 -1.926 -3.181
H -2.091 -3.159 -1.948
H -0.550 -2.326 -1.913
H -2.247 -2.135 1.158
H -3.265 -1.238 2.303
H -1.516 -1.408 2.578
H -1.514 1.983 1.367
H -1.357 0.957 2.793
H -2.966 1.460 2.245
H -3.113 1.753 -0.720
H -2.471 2.030 -2.348
H -2.078 3.150 -1.032
H 0.991 1.125 -1.290
H 0.371 2.777 -1.375
H 0.045 1.642 -2.704
F 1.422 -2.828 1.260
B 0.411 -3.871 1.409
F 1.049 -5.105 1.335
F -0.206 -3.680 2.654
F -0.532 -3.723 0.378
*
```

HOMO-LUMO gap   0.276 hartree
E_HOMO   -5.1 eV
E_LUMO   2.451 eV

Löwdin atomic charge list, values in e, 5 entries: number 1, Cu, carries 0.38; number 2, Cl, carries 0.64; number 3, C, carries -0.70; number 4, C, carries -0.25; number 5, C, carries -0.68